No. 1
Formula: C4H15NO3
Source: the OMol25 dataset
Level of theory: the ωB97M-V functional and the def2-TZVPD basis

Results
- charge = +1
- ΔE to the lowest compared entry with this formula, charge and spin (eV) = 2.4110
- largest force on an atom (eV/A) = 4.74
- spin multiplicity = 2
- highest occupied orbital energy (spin up / spin down) (eV) = -14.16 / -14.00
- orbital gap (spin up / spin down) (eV) = 10.805 / 4.788

Last column: Mulliken charge in e.
CARTESIAN COORDINATES (ANGSTROEM)
C: -1.186 -0.534 -1.020  -0.261
O: -0.848 -0.644 -2.484  -0.520
C: -0.336 -1.645 -0.350  -0.601
C: 1.130 -1.357 -0.416  -0.449
C: 1.577 0.115 -0.099  -0.468
N: 1.598 0.490 1.299  -0.105
H: -2.196 -0.834 -0.930  0.421
H: -0.832 0.393 -0.549  0.072
H: -0.689 0.299 -2.700  0.320
H: -0.504 -2.623 -0.833  0.371
H: -0.708 -1.637 0.687  0.360
H: 1.317 -1.553 -1.492  0.347
H: 1.793 -2.061 0.143  0.367
H: 2.424 0.317 -0.756  0.359
H: 0.882 0.820 -0.602  0.081
H: 0.583 0.335 1.682  0.272
H: 2.271 -0.010 1.818  0.360
H: -0.335 3.211 -0.306  0.347
H: 0.274 2.115 0.524  0.363
O: -0.601 2.458 0.288  -0.706
H: -2.111 0.635 2.762  0.282
H: -1.596 1.286 1.440  0.376
O: -1.908 0.421 1.893  -0.587

No. 2
Formula: C30H87ClN8O4
Source: the OMol25 dataset
Level of theory: the ωB97M-V functional and the def2-TZVPD basis

Results
- charge = +2
- ΔE to the lowest compared entry with this formula, charge and spin (eV) = 8.0592
- largest force on an atom (eV/A) = 3.23
- highest occupied orbital energy (eV) = -9.95
- orbital gap (eV) = 3.742

Last column: Mulliken charge in e.
CARTESIAN COORDINATES (ANGSTROEM)
N: 2.908 5.439 0.175  -0.490
H: 2.817 6.370 -0.207  0.379
H: 3.713 5.423 0.784  0.375
H: 3.110 4.819 -0.596  0.376
H: 2.138 5.038 0.690  0.350
N: 0.536 -2.920 -3.973  -0.383
H: 0.126 -3.843 -3.979  0.284
H: 0.358 -2.315 -4.761  0.265
H: 1.539 -2.987 -3.880  0.408
H: 0.391 -2.432 -3.100  0.363
N: 6.611 0.199 0.036  -0.412
H: 6.640 -0.608 0.644  0.210
H: 6.822 1.020 0.585  0.384
H: 5.693 0.318 -0.368  0.376
H: 7.264 -0.089 -0.679  0.416
Cl: 0.041 1.330 -0.490  1.617
O: -0.835 0.203 -0.652  -0.638
O: -0.789 2.514 -0.231  -0.636
O: 0.939 1.103 0.625  -0.661
O: 0.878 1.491 -1.631  -0.675
C: 7.508 -4.820 2.438  -1.341
C: 6.967 -3.899 3.526  -0.372
N: 5.874 -3.102 3.076  0.327
C: 4.676 -3.751 2.515  -0.713
C: 4.152 -4.847 3.472  -1.091
C: 5.457 -2.243 4.231  -0.651
C: 6.417 -1.067 4.510  -1.129
H: 7.986 -4.367 1.569  0.315
H: 6.696 -5.356 1.947  0.260
H: 8.289 -5.522 2.730  0.396
H: 6.775 -4.481 4.427  0.377
H: 7.849 -3.287 3.715  0.300
H: 3.924 -2.986 2.321  0.406
H: 4.729 -4.337 1.597  0.299
H: 3.367 -5.500 3.092  0.413
H: 4.898 -5.583 3.773  0.291
H: 3.770 -4.535 4.444  0.313
H: 5.251 -2.801 5.145  0.329
H: 4.472 -1.898 3.917  0.461
H: 6.424 -0.428 3.626  0.108
H: 7.439 -1.374 4.730  0.327
H: 6.159 -0.407 5.338  0.403
C: 1.069 -7.142 -2.926  -1.210
C: -0.385 -7.460 -2.684  -0.475
N: -1.218 -6.371 -2.263  0.341
C: -0.881 -5.681 -1.006  -0.740
C: -1.210 -6.506 0.276  -1.253
C: -2.682 -6.639 -2.487  -0.601
C: -3.556 -5.398 -2.336  -1.108
H: 1.154 -6.381 -3.702  0.165
H: 1.673 -7.920 -3.393  0.411
H: 1.624 -6.807 -2.049  0.310
H: -0.899 -7.903 -3.536  0.399
H: -0.482 -8.214 -1.903  0.344
H: -1.342 -4.707 -0.843  0.372
H: 0.178 -5.435 -1.086  0.369
H: -0.595 -7.392 0.436  0.288
H: -2.284 -6.661 0.170  0.292
H: -1.232 -5.899 1.181  0.418
H: -2.950 -7.044 -3.463  0.424
H: -2.941 -7.378 -1.729  0.431
H: -2.994 -4.507 -2.614  0.239
H: -4.443 -5.352 -2.968  0.365
H: -3.889 -5.220 -1.313  0.259
C: -2.039 0.950 -6.834  -1.240
C: -2.221 -0.232 -7.743  -0.478
N: -1.021 -0.979 -8.001  0.372
C: 0.054 -0.240 -8.702  -1.026
C: -0.035 0.145 -10.204  -0.987
C: -1.317 -2.336 -8.496  -0.407
C: -0.168 -3.299 -8.552  -1.319
H: -1.968 0.586 -5.809  0.249
H: -2.871 1.654 -6.829  0.362
H: -1.144 1.560 -6.964  0.307
H: -3.056 -0.791 -7.321  0.423
H: -2.664 0.116 -8.676  0.310
H: 0.357 0.589 -8.062  0.462
H: 0.973 -0.809 -8.566  0.419
H: 0.129 -0.776 -10.763  0.232
H: -1.064 0.485 -10.323  0.247
H: 0.676 0.844 -10.644  0.391
H: -1.905 -2.332 -9.413  0.350
H: -2.037 -2.811 -7.830  0.389
H: 0.479 -3.039 -9.390  0.305
H: -0.449 -4.346 -8.664  0.395
H: 0.612 -3.189 -7.799  0.261
C: 3.466 7.538 6.397  -1.331
C: 2.033 7.283 5.994  -0.372
N: 1.725 6.315 4.973  -0.061
C: 0.242 6.127 4.828  -0.525
C: -0.382 7.412 4.248  -1.234
C: 2.424 5.062 5.282  -0.739
C: 2.027 4.339 6.659  -1.064
H: 3.465 8.416 7.043  0.396
H: 4.147 7.666 5.555  0.306
H: 3.756 6.659 6.972  0.271
H: 1.440 7.106 6.891  0.400
H: 1.612 8.243 5.696  0.393
H: 0.115 5.285 4.148  0.442
H: -0.277 5.789 5.725  0.288
H: 0.045 7.780 3.316  0.275
H: -1.370 6.982 4.084  0.435
H: -0.406 8.209 4.992  0.334
H: 3.493 5.191 5.114  0.398
H: 2.052 4.440 4.468  0.415
H: 2.325 3.291 6.689  0.415
H: 0.949 4.189 6.718  0.295
H: 2.357 4.876 7.548  0.267
C: -7.740 2.551 -0.229  -1.419
C: -6.994 2.519 1.062  -0.328
N: -7.771 3.091 2.215  0.064
C: -8.398 4.367 1.865  -0.427
C: -9.125 5.144 2.966  -1.444
C: -7.106 2.921 3.450  -0.995
C: -5.867 3.753 3.870  -1.040
H: -7.422 1.874 -1.022  0.372
H: -7.807 3.468 -0.813  0.328
H: -8.775 2.283 -0.016  0.377
H: -6.683 1.489 1.238  0.439
H: -6.109 3.112 0.832  0.278
H: -7.665 5.033 1.408  0.371
H: -9.124 4.344 1.052  0.403
H: -8.560 5.493 3.830  0.313
H: -9.652 6.024 2.596  0.405
H: -9.940 4.674 3.517  0.363
H: -6.729 1.899 3.421  0.481
H: -7.912 2.741 4.161  0.551
H: -6.066 4.699 3.367  0.266
H: -4.881 3.361 3.619  0.320
H: -5.928 3.745 4.958  0.323

No. 3
Formula: C5H8O2
Source: the OMol25 dataset
Level of theory: the ωB97M-V functional and the def2-TZVPD basis

Results
- charge = 0
- ΔE to the lowest compared entry with this formula, charge and spin (eV) = 3.4881
- largest force on an atom (eV/A) = 1.04
- highest occupied orbital energy (eV) = -9.30
- orbital gap (eV) = 9.869
- SMILES = C#CC(=C)CO.O

Last column: Mulliken charge in e.
CARTESIAN COORDINATES (ANGSTROEM)
C: 1.189 1.246 -0.114  -1.053
C: 0.472 0.121 0.031  0.503
O: -1.492 1.198 -0.834  -0.663
C: 0.427 -0.957 -1.038  -0.494
O: -0.657 -1.842 -0.995  -0.512
C: -0.104 -0.244 1.296  -0.982
C: -0.520 -0.628 2.362  0.383
H: 1.701 1.441 -1.053  0.318
H: 1.350 1.925 0.715  0.358
H: -0.664 1.689 -0.657  0.427
H: -1.981 1.217 -0.003  0.310
H: 1.384 -1.482 -0.906  0.329
H: 0.420 -0.503 -2.031  0.331
H: -0.719 -2.206 -0.102  0.293
H: -0.807 -0.975 3.330  0.454

No. 4
Formula: C6H13N2O3Te4V
Source: the OMol25 dataset
Level of theory: the ωB97M-V functional and the def2-TZVPD basis

Results
- charge = 0
- ΔE to the lowest compared entry with this formula, charge and spin (eV) = 0.5353
- largest force on an atom (eV/A) = 2.03
- spin multiplicity = 3
- highest occupied orbital energy (spin up / spin down) (eV) = -6.76 / -6.81
- orbital gap (spin up / spin down) (eV) = 6.244 / 6.397

Last column: Mulliken charge in e.
CARTESIAN COORDINATES (ANGSTROEM)
V: 1.301 -0.436 0.736  0.817
N: 0.625 -0.660 -1.633  -0.386
C: 1.626 -1.271 -2.543  -0.734
C: 2.269 -2.531 -1.975  -0.323
C: 3.196 -2.261 -0.818  0.405
O: 4.232 -2.815 -0.602  -0.582
O: 2.709 -1.266 -0.042  -0.556
H: -0.191 -1.259 -1.553  0.204
H: 0.318 0.212 -2.048  0.198
H: 2.397 -0.522 -2.727  0.372
H: 1.175 -1.517 -3.506  0.413
H: 2.843 -3.048 -2.744  0.328
H: 1.491 -3.222 -1.633  0.153
Te: 2.209 0.535 3.066  -0.337
Te: 0.623 -0.832 4.821  -0.019
Te: -1.490 -1.511 3.271  -0.271
Te: -0.036 -2.618 1.273  -0.026
C: -2.277 1.718 -0.606  -0.828
N: -2.055 1.952 0.820  0.152
C: -2.807 2.996 1.530  -0.856
C: -1.025 1.394 1.407  -0.053
O: -0.232 0.641 0.811  -0.349
H: -3.245 2.127 -0.879  0.330
H: -2.269 0.648 -0.802  0.265
H: -1.500 2.198 -1.202  0.276
H: -3.669 3.270 0.931  0.282
H: -2.194 3.880 1.691  0.340
H: -3.158 2.616 2.487  0.335
H: -0.865 1.581 2.470  0.451

> Look up the largest force on an atom of the fourth one.

2.03 eV/A